A molecular structure, C6H6 at a distorted geometry, computed with the ωB97M-V functional and the def2-TZVPD basis.

The geometry in ORCA input format:
```
! wB97M-V def2-TZVPD RIJCOSX def2/J DEFGRID3
* xyz 0 1
C -1.229 -0.547 -0.849
C -0.043 -0.262 0.715
C 1.327 -0.811 0.648
C 2.406 -1.332 0.518
C -0.094 1.189 0.512
C -0.388 2.256 0.030
H -0.486 -0.106 -1.512
H -1.742 -1.352 -1.441
H -2.024 0.053 -0.402
H -0.514 -0.536 1.675
H 3.354 -1.812 0.380
H -0.568 3.261 -0.274
*
```

Properties
E_LUMO in eV: 0.80
HOMO in eV: -9.52
Kohn-Sham gap in eV: 10.3
Molar mass in u: 78.11
Energy relative to the best compared isomer or geometry (same formula, charge and spin) in kJ/mol: 587.9
Strongest force on any atom in eV/Å: 1.9

Atom charges from the Mulliken analysis, given in e for atoms 1 to 5: number 1, C, carries -0.804; number 2, C, carries -0.374; number 3, C, carries -0.511; number 4, C, carries 0.208; number 5, C, carries -0.541